One molecule with the formula C15H18BrFN4O3 in a non-equilibrium geometry, computed with wB97M-V/def2-TZVPD.

The geometry in ORCA input format:
```
! RIJCOSX wB97M-V def2-TZVPD def2/J DEFGRID3
* xyz 0 1
C 2.21753 5.22163 0.55634
C 1.13503 4.17624 0.79366
C 1.50423 2.66053 0.92541
C 2.35746 2.36832 2.27254
C 3.83718 2.70345 2.14978
C 1.76977 3.04066 3.52704
N 2.10063 2.06878 -0.21820
C 1.37563 1.03234 -0.70344
O 1.85460 0.27968 -1.48314
N 0.09841 0.97303 -0.21269
N -0.51350 -0.35264 -0.16736
C -0.28851 -1.23044 0.84686
O 0.45928 -0.90680 1.70710
N -0.46093 -2.66997 0.81589
C -1.26037 -3.26754 -0.15431
C -1.00185 -3.07271 -1.47354
C -1.59894 -3.83038 -2.50389
C -2.89710 -4.37927 -2.22365
Br -4.07625 -4.94407 -3.55959
C -3.18911 -4.63438 -0.85823
C -2.36744 -4.09472 0.16824
F -2.70152 -4.40544 1.42006
C 0.21502 1.88554 0.91714
O -0.58910 2.23485 1.73584
H 1.83658 6.25592 0.59387
H 3.15923 5.06491 1.19379
H 2.56426 5.03621 -0.41818
H 0.59227 4.52628 1.63975
H 0.40608 4.29017 -0.07130
H 2.28168 1.26191 2.37634
H 4.13272 3.72022 2.43808
H 4.16396 2.68638 1.10966
H 4.46922 2.02108 2.71873
H 0.82559 2.54177 3.78326
H 2.39172 2.89796 4.43712
H 1.55651 4.06116 3.44926
H 3.07905 1.93841 -0.42166
H -1.47481 -0.38288 -0.57125
H -0.29195 -3.19037 1.67822
H -0.21105 -2.39500 -1.85286
H -1.18524 -3.70181 -3.52048
H -4.05056 -5.26358 -0.61479
*
```

Properties
SMILES ... CC[C@]1(C(C)C)NC(=O)N(NC(=O)Nc2ccc(Br)cc2F)C1=O
F_max ... 3.98 eV Å⁻¹
Total energy ... -100708.4316 eV
Energy relative to the best compared isomer or geometry (same formula, charge and spin) ... 1.809 eV
LUMO level ... 0.53 eV
Frontier orbital gap ... 0.344 Ha